No. 1
This record from OMol25 describes a structure of composition C44H43IN7O4Pb in a non-equilibrium geometry. The level of theory is the ωB97M-V functional and the def2-TZVPD basis.

Geometry as XYZ:
```
100
C44H43IN7O4Pb the ωB97M-V functional and the def2-TZVPD basis
Pb -0.03315 1.15477 -0.03510
C -6.79213 0.06250 -2.22543
C -5.52858 0.31975 -1.48471
C -5.38812 0.00437 -0.14612
C -4.25051 0.35943 0.61557
C -4.26411 -0.09541 1.95809
N -3.54575 0.04941 3.04499
C -2.43366 0.89136 3.44021
C -1.49763 0.11794 4.38545
C -0.45181 0.98396 5.11246
N 0.63609 1.32852 4.23528
C 1.91101 1.20120 4.43346
C 2.89048 1.45852 3.43078
C 4.25448 1.44533 3.73970
C 5.22267 1.65968 2.76287
C 6.66766 1.70675 3.11533
C 4.80627 1.77193 1.43296
C 3.47133 1.74953 1.03406
C 3.21465 1.66018 -0.38825
N 2.09298 1.52524 -0.99261
C 2.05686 1.12619 -2.37788
C 1.25039 1.99280 -3.36327
C -0.08421 2.62577 -2.93109
N -0.97421 1.84032 -2.10447
C -2.23579 1.88590 -2.29637
C -3.27919 1.28254 -1.47330
C -4.43745 0.92010 -2.13440
C -3.20053 1.12352 -0.03230
O -2.28545 1.64796 0.65207
C 2.46685 1.71374 2.06783
O 1.23399 1.90333 1.84030
H -7.37664 -0.72809 -1.76161
H -6.60238 -0.17378 -3.27044
H -7.40088 0.96964 -2.21092
H -6.19983 -0.51357 0.34534
H -5.10577 -0.76304 2.12415
H -3.89337 -0.47590 3.84395
H -2.86227 1.74978 3.97197
H -1.92024 1.25338 2.55379
H -0.98498 -0.66339 3.82127
H -2.10424 -0.35974 5.15842
H -0.07113 0.44439 5.98522
H -0.92313 1.90667 5.46832
H 0.39889 1.64401 3.27830
H 2.25822 0.87637 5.41044
H 4.55788 1.27571 4.76315
H 6.82440 2.24466 4.04885
H 7.25561 2.17336 2.32902
H 7.05477 0.69679 3.26488
H 5.56842 1.85799 0.67329
H 4.13204 1.61834 -0.98527
H 1.60317 0.12824 -2.38682
H 3.07296 1.03080 -2.77948
H 1.07239 1.35924 -4.23302
H 1.87957 2.82350 -3.69357
H -0.59830 2.97226 -3.83876
H 0.14512 3.50829 -2.32397
H -2.61867 2.40260 -3.18401
H -4.49980 1.08149 -3.20252
O -0.13189 -1.59097 1.53880
C 0.12469 -2.07612 0.45963
N 0.37548 -3.37399 0.16934
C 0.58560 -3.63288 -1.22863
C 0.40548 -2.02354 -1.79019
O 0.50676 -1.77055 -2.94729
N 0.20485 -1.33798 -0.71496
C 1.96052 -3.94218 -1.66552
C 3.03728 -4.01472 -0.76977
C 4.28044 -4.39710 -1.22859
C 4.48652 -4.66881 -2.58037
C 3.42726 -4.58689 -3.47921
C 2.18507 -4.19019 -3.03321
C -0.50522 -4.43035 -1.84037
C -0.26122 -5.68050 -2.42695
C -1.30295 -6.41309 -2.95457
C -2.59831 -5.91600 -2.91765
C -2.85078 -4.68057 -2.32793
C -1.81927 -3.94888 -1.78428
H 0.24548 -4.11957 0.83478
H 2.88034 -3.81276 0.27914
H 5.09831 -4.49417 -0.53088
H 5.47617 -4.90687 -2.93986
H 3.57969 -4.80287 -4.52519
H 1.37946 -4.02549 -3.73493
H 0.73409 -6.09785 -2.40757
H -1.10994 -7.38154 -3.38771
H -3.41019 -6.48500 -3.33951
H -3.85248 -4.28158 -2.30886
H -2.00798 -2.97906 -1.34356
I 1.92945 6.64972 2.37465
C 0.43479 5.74155 1.19894
C -0.76260 6.37546 0.89886
C -1.69096 5.67793 0.14102
C -1.41886 4.36728 -0.21743
N -0.27206 3.76503 0.07737
C 0.65128 4.45214 0.72782
H -0.97351 7.37742 1.24051
H -2.61937 6.14533 -0.15076
H -2.15104 3.78664 -0.75681
H 1.59437 3.96643 0.90565
```

Output
Strongest force on any atom   2.07 eV/A
E   -2876.38306 a.u.
Frontier orbital gap (alpha / beta)   3.42 / 3.42 eV
Relative energy (zero: lowest compared OMol25 entry of this formula, charge and spin)   356.85 kJ/mol
Charge   +3


No. 2
This record from OMol25 describes a structure of composition C6H7FO3 in a non-equilibrium geometry. The level of theory is the ωB97M-V functional and the def2-TZVPD basis.

Geometry as XYZ:
```
17
C6H7FO3 the ωB97M-V functional and the def2-TZVPD basis
C -2.25949 -0.59871 -2.16832
C -1.58125 -0.10503 -1.26373
C 0.71996 -0.81984 1.20775
C -0.62114 -0.10089 1.13546
C 1.19857 0.07938 -0.80216
C -0.73182 0.46606 -0.25271
O 1.69517 -0.12151 0.46493
O -0.64910 0.84595 2.15433
O 1.74229 1.08058 -1.40176
F -0.70470 1.79482 -0.31557
H -2.55311 -1.16491 -2.98972
H 1.15200 -1.03708 2.31331
H 0.72935 -1.72862 0.61026
H -1.50114 -0.67291 1.40036
H 0.90714 -0.80944 -1.28781
H 0.14768 1.29671 2.02257
H 2.30959 1.59544 -0.82720
```

Output
Strongest force on any atom   5.16 eV/A
E   -558.24208 a.u.
Frontier orbital gap   8.81 eV
Relative energy (zero: lowest compared OMol25 entry of this formula, charge and spin)   243.39 kJ/mol
Charge   0


No. 3
This record from OMol25 describes a structure of composition C31H27BF6N7O5SeTeY. The level of theory is the ωB97M-V functional and the def2-TZVPD basis.

Geometry as XYZ:
```
80
C31H27BF6N7O5SeTeY the ωB97M-V functional and the def2-TZVPD basis
Y 1.15410 0.17761 -1.26265
B 3.81122 1.85065 -2.99600
N 4.43923 0.89667 -1.93863
C 5.71912 0.52174 -1.85621
C 5.83985 -0.42113 -0.85074
C 4.54224 -0.55977 -0.35906
N 3.70226 0.23871 -1.01997
N 2.96252 2.91389 -2.25140
C 3.13888 4.23912 -2.21797
C 2.09373 4.80570 -1.50927
C 1.30718 3.71421 -1.13919
N 1.83764 2.57871 -1.59092
H 4.71879 2.41862 -3.56461
H 3.09722 1.22076 -3.73607
H 6.45050 0.96006 -2.51437
H 6.73126 -0.92226 -0.51455
H 4.17643 -1.16265 0.45569
H 3.99362 4.68035 -2.70263
H 1.92583 5.84595 -1.28935
H 0.38471 3.69060 -0.58431
F 2.36548 3.65426 2.92265
C 1.02587 3.73989 2.91072
C 0.28556 2.82514 2.27251
N -1.08914 2.87334 2.25549
C -1.86195 1.83014 1.56328
C -1.52509 1.74693 0.07023
O -2.40662 1.96895 -0.74585
O -0.30902 1.41750 -0.17413
C -1.77544 3.85973 2.93001
O -2.98645 3.95293 2.98202
N -0.96387 4.78764 3.56115
C 0.42448 4.83306 3.63695
O 0.99328 5.70813 4.26213
H 0.73236 2.00541 1.72455
H -2.90799 2.07974 1.68817
H -1.64282 0.86667 2.02561
H -1.46228 5.50873 4.06018
C -5.85900 -2.42886 -2.25428
C -4.79613 -3.29281 -2.49196
C -3.48985 -2.84878 -2.35754
C -3.21702 -1.53227 -1.97905
C -4.29105 -0.66405 -1.77182
C -5.59903 -1.11208 -1.89788
C -1.82664 -1.02556 -1.85307
C -0.77571 -1.57061 -1.20828
C -0.95713 -2.79289 -0.39690
C -2.04005 -3.01921 0.46125
C -2.15110 -4.18010 1.21041
C -1.16512 -5.15781 1.12500
C -0.05390 -4.93529 0.32836
C 0.04981 -3.75991 -0.39492
H -6.88035 -2.77739 -2.35487
H -4.98556 -4.31894 -2.78525
H -2.66303 -3.52410 -2.54550
H -4.07953 0.36345 -1.49699
H -6.41966 -0.42660 -1.71859
H -1.67846 -0.08282 -2.37916
H -2.81104 -2.26126 0.53077
H -3.00723 -4.32125 1.85978
H -1.24405 -6.07134 1.70192
H 0.76537 -5.64218 0.28143
H 1.40255 -2.58295 -0.99024
Se 1.71339 -1.17515 1.47052
C 0.71470 -0.66198 2.99707
C 1.21992 0.23377 3.94135
C 0.47150 0.53948 5.06577
N -0.73172 0.02765 5.33375
C -1.20703 -0.83634 4.43333
C -0.54033 -1.20936 3.27766
H 2.18336 0.70190 3.78507
H 0.86083 1.24738 5.79249
H -2.18636 -1.25532 4.64745
H -0.98420 -1.92239 2.59293
F -0.40235 -4.03905 -4.08718
Te 0.70925 -2.46896 -3.73279
F 0.94418 -1.97304 -5.54640
F 0.54498 0.16551 -3.29951
F 2.22924 -1.53944 -2.68207
F 2.10332 -3.68320 -4.00236
O 1.20763 -3.53159 -1.11314
```

Output
Strongest force on any atom   0.82 eV/A
E   -5289.27205 a.u.
Frontier orbital gap   7.17 eV
Relative energy (zero: lowest compared OMol25 entry of this formula, charge and spin)   260.87 kJ/mol
Charge   -2


No. 4
This record from OMol25 describes a structure of composition C22H32CaCl2N3O3S in a non-equilibrium geometry. The level of theory is the ωB97M-V functional and the def2-TZVPD basis.

Geometry as XYZ:
```
64
C22H32CaCl2N3O3S the ωB97M-V functional and the def2-TZVPD basis
O 0.25016 -0.82386 -3.11248
C -0.75867 0.00070 -2.91141
C -0.35039 1.40402 -3.37442
C 0.26619 2.29469 -2.50341
H 0.47522 1.97427 -1.47635
C 0.55074 3.59952 -2.92883
H 0.97971 4.30397 -2.21455
C 0.34674 3.94922 -4.26770
H 0.60168 4.95821 -4.60459
C -0.19305 3.01639 -5.15860
H -0.33206 3.28342 -6.20811
C -0.52772 1.73836 -4.71227
H -0.91901 0.98009 -5.39887
H -1.56538 -0.32510 -3.60440
C -2.38385 -1.34845 -1.38897
C -1.62997 -0.05495 -1.50968
H -3.30526 -1.31976 -1.99525
H -2.67407 -1.53964 -0.34494
H -1.79316 -2.20121 -1.75290
C -1.98759 1.06001 -0.84850
C -3.27400 1.32948 -0.13029
H -1.31439 1.91564 -0.78110
H -3.92764 1.97420 -0.74084
H -3.06771 1.89115 0.78770
H -3.81155 0.41344 0.15205
Ca -0.64936 -0.43814 1.49012
Cl 0.09605 2.10744 1.46613
Cl -2.85219 -0.98857 2.78736
H 4.40834 0.99791 -1.98221
H 4.33033 1.58657 0.55943
C 3.33088 1.16966 -1.83747
C 3.28679 1.26227 0.66610
N 2.88588 0.60028 -0.56978
H 2.77022 0.68834 -2.64979
C 2.07410 -0.46106 -0.54944
O 1.47959 -0.85669 0.47835
H 3.16329 0.57713 1.51282
H 1.97246 -0.98671 -1.51624
H 3.13350 2.25128 -1.84434
H 2.63893 2.13341 0.84186
H -0.21883 -6.13190 1.21147
H 1.65775 -5.93921 -0.65115
C -0.81014 -5.47419 0.56394
C 0.96761 -5.26539 -1.17853
N 0.06505 -4.62320 -0.23224
H -1.46354 -4.83927 1.16543
C -0.01074 -3.29080 -0.12091
O -0.67624 -2.71743 0.77102
H 1.53441 -4.48193 -1.69452
H 0.54681 -2.72486 -0.89446
H -1.40776 -6.11743 -0.09304
H 0.40098 -5.85682 -1.91138
S 1.12965 -0.82765 3.71574
C 0.39392 0.35646 4.64914
N -0.96276 0.34245 4.89399
C -1.56406 1.23553 5.72795
C -0.82478 2.24210 6.32316
C 0.55094 2.33338 6.04368
C 1.14903 1.40289 5.21365
H -1.57691 -0.33354 4.37687
H -2.63184 1.08528 5.88210
H -1.31752 2.93900 6.99434
H 1.14615 3.13027 6.47794
H 2.19903 1.43925 4.94166
```

Output
Strongest force on any atom   2.09 eV/A
E   -3243.90537 a.u.
Frontier orbital gap   6.19 eV
Charge   -1